329
Properties=species:S:1:pos:R:3:forces:R:3 method="wB97M-V/def2-TZVPD" lumo_energy_ha=0.0132 e_tot_ev=-167582.0839 orbital_gap_ev=8.3 charge=0 e_homo_ev=-7.93
C 6.584630 0.703776 2.131370 -1.1 1.9 0.3
O 7.319804 1.643115 1.923895 1.1 0.6 0.0
N 5.383025 0.856540 2.724446 -1.5 0.7 1.1
N 6.766040 -0.545505 1.807269 1.6 -3.6 -1.8
H 4.811289 0.043270 2.902780 -0.1 0.3 0.2
H 5.112351 1.774050 3.048524 0.0 -0.3 -0.2
H 7.478911 -0.755423 1.123275 0.1 0.2 0.2
H 5.987927 -1.185887 1.739858 0.0 0.0 0.4
C 3.611742 5.730674 4.234447 0.3 0.5 -0.6
O 2.588550 6.266637 3.823207 -0.8 0.3 0.0
N 4.288914 4.792920 3.631879 -0.1 -2.5 -2.6
N 4.306829 6.098301 5.292603 0.1 1.7 2.9
H 3.950632 4.522547 2.719425 0.0 -0.5 -0.1
H 5.092240 4.316977 4.016928 0.2 0.2 0.2
H 3.890369 6.803961 5.883117 0.5 -0.3 0.3
H 5.068777 5.487593 5.550627 -0.1 0.6 0.4
C -4.161625 2.899211 -0.618167 2.2 0.1 0.4
O -5.090476 3.405570 -1.132329 -4.4 1.9 -1.7
N -3.241006 2.268463 -1.296814 2.1 -2.4 -3.1
N -3.786745 3.037365 0.626332 0.0 0.6 4.3
H -2.334128 2.040064 -0.915364 -0.1 0.1 0.2
H -3.290356 2.345945 -2.302631 0.1 -0.2 0.2
H -2.935395 2.604014 0.954197 -0.1 0.1 0.1
H -4.313288 3.624137 1.257652 0.1 -0.3 -0.2
C 1.887536 8.821847 0.824105 -0.5 -1.4 -2.6
O 1.600375 8.909123 -0.349445 -0.5 1.0 -1.7
N 1.814939 9.749209 1.705435 -0.3 4.0 3.6
N 2.258123 7.656366 1.293631 1.1 -3.2 0.2
H 1.845604 9.421768 2.660390 -0.1 0.6 0.0
H 1.352530 10.623438 1.500479 0.2 -0.3 0.0
H 2.450576 7.383260 2.246772 -0.2 0.0 0.0
H 1.991498 6.987536 0.585342 0.2 -0.7 0.4
C -0.669610 1.758381 -4.105501 -1.2 0.1 0.7
O -1.650650 2.684015 -3.611723 0.0 0.4 -0.8
C -1.966186 3.703315 -4.580946 1.9 -0.3 -0.6
C -3.095127 4.556995 -4.208723 -1.1 -0.5 -0.3
N -2.913934 5.258917 -2.993163 -0.7 0.7 1.5
C -3.988128 6.251218 -2.811014 0.1 1.2 0.3
C -3.489289 7.360097 -1.820472 -1.3 -1.2 -0.2
O -4.415561 8.437344 -1.596832 0.0 0.9 -0.1
C -5.713165 8.236131 -0.992986 0.8 -2.1 -0.5
H -1.015190 1.353123 -5.056516 0.4 0.2 -0.3
H -0.706463 0.926665 -3.401933 0.3 0.0 0.1
H 0.333976 2.183266 -4.125299 0.0 0.1 -0.3
H -2.167029 3.266722 -5.559289 -0.1 -0.4 -0.1
H -1.111068 4.359561 -4.742850 0.6 -0.1 0.2
H -3.948868 3.882152 -4.146905 -0.8 0.2 -0.3
H -3.235524 5.332372 -4.961839 -0.1 -0.4 -0.5
H -3.083696 4.572763 -2.271728 0.4 0.0 0.5
H -4.929718 5.846521 -2.439895 0.1 -0.5 0.4
H -4.297849 6.641251 -3.780582 0.5 0.4 -0.1
H -2.505054 7.732599 -2.104417 -0.4 0.6 -0.4
H -3.249461 6.783863 -0.926875 -0.3 0.1 0.7
H -6.322879 9.098782 -0.724326 1.1 0.7 -0.1
H -5.578243 7.600055 -0.118165 -0.1 0.1 0.3
H -6.364291 7.671074 -1.659948 0.0 -0.2 -0.3
C -3.881390 -2.486242 -5.524822 0.8 -1.2 -0.1
O -2.486919 -2.725589 -5.277351 -0.8 0.3 0.6
C -1.798077 -1.644936 -4.645864 0.3 0.0 -0.6
C -0.412543 -2.114539 -4.225822 0.1 0.4 -0.3
N 0.561978 -2.241833 -5.318594 -1.1 -0.4 0.6
C 0.116058 -3.161370 -6.347685 0.8 -0.4 -1.5
C -0.012537 -4.718451 -6.046552 -0.3 1.6 1.1
O 0.360848 -5.597314 -7.053225 -0.4 -0.2 -2.3
C -0.467366 -5.493097 -8.261681 -0.2 0.5 1.3
H -4.013250 -1.776767 -6.341749 -0.2 0.5 0.4
H -4.436586 -2.329350 -4.600031 0.0 0.8 0.0
H -4.280474 -3.432888 -5.889096 0.1 -0.1 -0.2
H -2.365768 -1.179901 -3.839909 -0.2 -0.5 0.5
H -1.688375 -0.812290 -5.340682 0.2 0.1 -0.5
H -0.472463 -3.088599 -3.740323 -0.4 0.0 0.7
H 0.067996 -1.365682 -3.596222 -0.5 -0.1 0.6
H 1.328640 -2.674290 -4.823307 0.9 0.0 -0.4
H 0.879765 -3.000554 -7.108602 0.2 -0.7 -0.4
H -0.776386 -2.744314 -6.814265 -0.1 -0.3 0.3
H -1.004305 -4.918092 -5.640804 -0.6 -0.1 -0.4
H 0.610827 -4.941726 -5.180724 0.6 0.1 -0.2
H -1.434305 -5.978549 -8.129505 -0.1 -0.3 0.4
H -0.043318 -5.942326 -9.159727 0.7 0.1 0.4
H -0.708336 -4.443916 -8.432730 0.2 0.1 -0.3
C 0.433362 -6.299620 0.259355 -1.1 -0.3 -2.3
O -0.994839 -6.421694 -0.047186 0.1 -0.1 0.2
C -1.369905 -7.225777 -1.241730 0.7 1.4 1.5
C -1.048136 -6.509093 -2.565642 0.2 -1.5 -0.1
N 0.180550 -6.975209 -3.213780 0.7 0.6 0.3
C 0.194457 -8.330404 -3.756705 1.0 0.0 0.5
C 1.532699 -8.610716 -4.460572 0.2 0.9 -0.7
O 1.635015 -7.661390 -5.533622 0.5 -0.4 -0.2
C 2.562747 -7.949101 -6.608805 -1.0 0.7 0.6
H 0.869832 -7.292302 0.149043 0.3 0.0 0.4
H 0.693104 -5.801414 1.193388 -0.8 -0.3 0.2
H 0.824294 -5.669426 -0.539486 0.5 0.0 -0.1
H -2.453559 -7.305649 -1.155635 0.0 0.0 0.2
H -0.937992 -8.210183 -1.061479 0.1 -0.1 -0.6
H -1.044945 -5.446682 -2.321987 0.3 0.1 -0.2
H -1.874140 -6.697720 -3.251379 -0.5 0.1 -0.1
H 0.505579 -6.324559 -3.914582 -0.2 0.0 0.0
H -0.613771 -8.545035 -4.455854 -0.3 -0.1 0.0
H 0.189093 -8.977183 -2.879355 -0.5 -0.5 -0.2
H 1.686798 -9.613526 -4.858972 -0.7 -0.3 0.0
H 2.363841 -8.492852 -3.765292 0.1 0.4 0.3
H 2.483949 -7.092872 -7.278705 0.1 0.2 0.2
H 2.235239 -8.788737 -7.221870 0.1 -0.5 0.3
H 3.589068 -8.038505 -6.252769 0.0 -0.2 0.0
C 4.144658 -1.007580 6.875516 -0.7 -0.9 1.0
O 4.499276 -2.145931 6.080556 -1.6 0.4 1.5
C 5.757069 -1.974685 5.514367 -1.0 0.1 -0.9
C 5.897798 -3.110044 4.491336 0.8 1.8 0.4
N 5.069271 -2.816468 3.314532 1.2 -0.3 0.1
C 5.348914 -3.846931 2.319415 -1.0 0.0 -1.3
C 4.398268 -3.805177 1.053801 0.0 1.1 0.5
O 4.441764 -2.628372 0.183271 0.6 -0.7 1.6
C 3.600363 -1.533705 0.557194 0.3 0.2 -0.6
H 4.919479 -0.829345 7.621154 0.2 0.4 -0.2
H 3.242080 -1.241236 7.440182 0.1 -0.5 -0.1
H 3.839476 -0.093189 6.366733 0.7 0.0 -0.7
H 6.518402 -1.855807 6.285305 0.4 -0.5 0.0
H 5.617309 -1.003661 5.039323 1.1 0.2 -0.8
H 5.656145 -4.074672 4.937660 0.0 -0.1 0.2
H 6.959802 -3.085473 4.247105 0.0 -0.4 -0.5
H 4.113531 -2.817181 3.641119 -0.5 -0.1 -0.4
H 5.286499 -4.844540 2.754151 -0.6 -0.5 0.1
H 6.399029 -3.864992 2.027828 0.1 0.8 -0.2
H 3.367313 -3.841013 1.405848 -0.2 -0.4 0.2
H 4.584542 -4.666434 0.412214 0.1 0.1 0.0
H 4.115425 -0.655939 0.166873 -0.2 0.2 -0.3
H 3.416022 -1.302191 1.606247 0.3 -0.8 0.4
H 2.619465 -1.624734 0.090683 -0.1 0.0 -0.2
C -0.063564 -2.743387 -0.020825 0.5 -0.7 0.7
O -0.135000 -1.578877 -0.797890 -1.4 0.3 0.0
C -1.426097 -0.915967 -0.723503 0.9 1.4 0.7
C -1.654071 -0.100772 0.589815 -0.4 -0.7 0.9
N -1.166137 1.271062 0.778572 0.5 0.2 -1.2
C 0.262388 1.420288 0.666751 2.2 0.1 0.3
C 1.102469 0.666739 1.734533 -0.2 -0.6 -0.7
O 0.992086 1.197065 3.044980 -0.4 -0.3 0.5
C 2.086314 1.981939 3.479178 0.1 0.3 -0.7
H 0.666629 -3.429511 -0.449955 0.0 0.1 -0.3
H -0.973921 -3.319525 0.144729 -0.5 0.2 -0.6
H 0.287144 -2.569937 0.996530 0.2 0.5 0.3
H -2.259458 -1.586337 -0.933789 0.1 -0.3 0.3
H -1.430804 -0.180053 -1.527561 0.2 0.0 -0.2
H -1.307473 -0.610167 1.488979 0.3 -1.1 -0.2
H -2.708569 -0.007835 0.849620 -0.4 -0.2 -0.7
H -1.379914 1.416608 1.754898 -0.6 0.6 0.2
H 0.638570 2.441400 0.729360 -0.7 0.5 0.1
H 0.627895 1.130845 -0.318505 -0.2 -0.4 -0.1
H 2.166106 0.574343 1.514884 0.1 0.4 -0.5
H 0.740972 -0.361397 1.715845 0.0 -0.2 0.6
H 2.228567 2.822920 2.800494 0.1 0.2 0.0
H 2.997286 1.383858 3.455963 0.1 -0.1 0.2
H 1.912118 2.372756 4.481682 -0.2 -0.2 0.0
C 5.298112 -7.096009 -3.193521 -0.6 0.3 -0.4
O 4.892290 -5.713494 -3.342275 0.2 -0.7 0.0
C 3.494273 -5.432565 -3.160697 0.3 0.9 1.6
C 3.338116 -3.893925 -2.826505 1.1 -1.1 -0.7
N 3.544911 -3.109044 -4.025766 -0.1 2.0 -1.1
C 3.853654 -1.649453 -3.762451 0.2 0.1 -1.4
C 4.094915 -0.715255 -5.023383 0.0 -0.6 0.2
O 4.940249 0.436911 -4.676325 -1.4 -1.0 -1.1
C 4.761131 1.466752 -5.658577 0.7 0.6 0.6
H 6.370850 -7.174773 -3.017103 0.0 0.5 -0.5
H 4.992508 -7.679056 -4.062296 0.3 0.1 -0.4
H 4.878149 -7.684509 -2.377803 -0.6 0.7 0.6
H 3.222541 -5.993635 -2.266568 -0.5 0.0 0.1
H 2.828389 -5.739939 -3.967059 0.3 -0.1 -0.4
H 4.130748 -3.640794 -2.122408 -0.1 -0.2 0.6
H 2.363496 -3.641444 -2.408817 -0.1 -0.3 0.2
H 4.316892 -3.484345 -4.558029 0.1 -0.2 0.0
H 4.793388 -1.522609 -3.224923 -0.2 -0.1 0.7
H 2.987763 -1.199409 -3.276877 0.2 -0.2 0.6
H 3.146945 -0.405235 -5.463098 -0.3 0.4 0.4
H 4.539367 -1.259744 -5.856512 0.6 -0.3 0.1
H 5.038891 1.242784 -6.688516 -0.1 -0.8 -0.1
H 5.460267 2.264476 -5.407686 -0.1 0.0 0.4
H 3.760216 1.898328 -5.655547 -0.2 -0.2 0.1
C 7.013747 1.404947 6.250158 -0.2 -2.0 0.2
C 5.859018 2.350256 5.950797 0.1 0.4 1.6
C 5.239073 2.953808 7.218328 -0.2 -0.4 -1.5
O 4.499856 1.907074 7.855103 0.4 1.6 0.2
C 4.011040 2.455972 9.063745 0.1 -0.6 0.9
N 6.486868 3.341120 5.078128 -0.8 0.2 0.0
H 7.923024 1.922600 6.555704 0.0 0.3 -0.3
H 7.169600 0.800556 5.356557 0.6 0.3 -0.4
H 6.950789 0.587483 6.968419 -0.9 0.3 0.6
H 5.040379 1.941848 5.358226 0.1 -0.6 0.2
H 4.595436 3.791532 6.949885 -0.6 -0.1 -0.2
H 5.984000 3.474181 7.820328 0.5 -0.6 0.7
H 4.860619 2.752521 9.678866 0.1 0.2 0.2
H 3.471172 1.696282 9.628998 0.0 -0.1 -0.2
H 3.356860 3.321856 8.961753 -0.1 0.1 -0.5
H 7.236570 3.748105 5.618864 0.4 0.2 -0.2
H 6.914920 2.651467 4.477085 0.8 0.8 -1.2
C -5.564989 1.206769 -4.721261 0.1 -1.1 0.3
C -5.321557 1.916815 -6.047615 -0.9 -1.0 -0.2
C -5.751218 1.161965 -7.304713 0.4 -0.5 -1.0
O -5.202465 1.840950 -8.489345 -0.2 0.0 1.1
C -5.570662 1.281935 -9.727363 0.0 -1.4 0.2
N -5.997337 3.159620 -6.009142 0.6 2.2 0.0
H -4.817035 0.433087 -4.547839 0.2 -0.1 0.0
H -6.517007 0.687653 -4.610517 -0.3 0.0 -0.6
H -5.567262 1.862168 -3.850317 0.4 0.4 -0.3
H -4.249261 2.057511 -6.183603 0.1 0.4 0.2
H -6.830235 1.066266 -7.425828 -0.3 0.4 0.2
H -5.428345 0.123462 -7.231415 0.6 -0.3 -0.4
H -5.043455 1.683516 -10.592745 0.0 0.8 0.5
H -6.645202 1.268218 -9.909827 -0.2 0.4 0.1
H -5.280182 0.231673 -9.752956 0.1 -0.4 0.1
H -5.592784 3.712848 -6.751008 -0.5 0.5 -0.1
H -6.999149 3.113472 -6.128869 0.0 -0.3 -0.1
C -7.805777 -2.393338 -2.143530 1.3 -0.8 -0.4
C -8.596135 -1.351042 -1.384342 -1.6 -2.0 -0.5
C -7.891019 -0.157376 -0.806193 0.4 0.4 0.9
O -7.066488 -0.498908 0.299126 -1.8 -2.7 0.1
C -6.060128 0.360608 0.624125 0.6 0.8 -0.2
N -9.640927 -0.968574 -2.368175 -0.2 1.6 -0.2
H -8.437136 -3.193143 -2.530573 -0.6 0.4 -0.3
H -7.063055 -3.022952 -1.653573 0.3 0.6 0.9
H -7.269985 -1.937193 -2.975979 -0.2 0.1 -0.2
H -9.155666 -1.913766 -0.637101 0.5 0.3 0.9
H -8.621603 0.514714 -0.356050 -0.4 0.4 -0.6
H -7.309811 0.362285 -1.567938 0.1 0.1 -0.2
H -6.456132 1.376092 0.633122 0.5 0.5 -0.4
H -5.280545 0.130600 -0.102125 0.7 1.0 0.0
H -5.676248 0.190680 1.630040 -0.2 -0.4 0.0
H -10.034491 -0.074565 -2.111331 0.3 0.6 0.0
H -10.490391 -1.512985 -2.322213 0.3 -0.9 0.1
C 1.609431 -4.230775 4.521190 -0.5 -0.9 0.5
C 1.029575 -2.847455 4.473802 -0.2 -1.0 0.1
C 0.254541 -2.580780 5.720563 -0.2 0.6 3.2
O 1.148629 -2.249397 6.873692 -1.2 0.9 0.1
C 0.528376 -1.376306 7.872797 0.8 -0.9 -0.1
N 2.094064 -1.927341 4.280435 0.5 1.4 -0.5
H 0.792195 -4.885259 4.824301 0.1 -0.4 -0.2
H 2.342328 -4.295921 5.325387 0.3 0.0 -0.1
H 2.018220 -4.597894 3.579799 0.1 0.2 0.0
H 0.287093 -2.814364 3.676479 0.0 0.2 -0.4
H -0.275069 -3.436104 6.140137 -0.4 -0.2 -0.7
H -0.462466 -1.765270 5.625982 0.1 0.2 -0.2
H 0.499958 -0.332566 7.559898 0.0 0.0 -0.2
H 1.089293 -1.474244 8.802249 0.9 0.2 -0.3
H -0.429111 -1.664015 8.307004 -0.7 -0.4 -1.0
H 1.739733 -1.012085 4.518866 -0.1 0.7 -0.5
H 2.762552 -2.055737 5.026583 0.3 -0.4 0.2
C 5.783394 4.479346 0.875659 0.2 -1.1 -1.0
C 4.474652 4.306984 0.066999 1.6 1.8 0.4
C 4.456055 3.051565 -0.775685 -1.3 0.2 -1.5
O 3.237409 3.063550 -1.606366 0.0 -0.6 0.3
C 2.991255 1.771426 -2.244162 0.6 1.2 1.4
N 3.357161 4.427502 0.944039 -1.3 -1.1 0.3
H 6.001350 5.423449 1.374920 -0.7 0.2 -0.3
H 6.549358 4.328333 0.115005 0.5 0.0 0.3
H 5.884169 3.695372 1.626207 0.1 -0.1 -0.1
H 4.444189 5.164697 -0.604946 0.1 0.0 -0.6
H 4.483286 2.136440 -0.184156 0.2 -0.2 0.1
H 5.219919 3.094199 -1.552095 0.7 -0.2 0.6
H 3.895961 1.441434 -2.754757 -0.1 -0.2 -0.1
H 2.154084 1.842901 -2.938521 0.1 0.3 0.1
H 2.733014 1.114430 -1.413633 0.0 -0.6 -0.2
H 2.569103 4.167233 0.368425 -0.7 0.1 0.2
H 3.216086 5.384836 1.233370 0.0 0.2 -0.2
C 2.348889 6.067350 -2.561736 -0.7 -1.0 0.5
C 0.862379 5.470077 -2.611802 0.9 -0.8 -0.4
C 0.430081 4.799277 -1.260842 -0.8 1.4 -1.5
O 0.445294 5.867145 -0.326516 -0.3 -0.7 1.4
C -0.346896 5.600900 0.836944 1.0 -0.1 0.4
N -0.052198 6.506725 -3.068418 0.7 0.3 0.8
H 3.144601 5.325896 -2.489786 -0.4 -0.5 -0.1
H 2.441404 6.611477 -1.621812 -0.2 0.5 -0.2
H 2.649562 6.711060 -3.388375 -0.7 0.1 0.0
H 0.681296 4.665898 -3.324979 0.9 -0.3 -0.4
H 0.915849 3.842130 -1.071113 1.0 0.4 0.7
H -0.608010 4.482528 -1.361615 -0.4 0.1 -0.3
H -1.280000 5.074940 0.635039 -0.2 0.2 -0.3
H -0.487424 6.493779 1.446154 -0.3 0.4 -0.7
H 0.221244 4.988649 1.537282 0.2 -0.6 0.0
H -0.059482 7.101726 -2.252317 -0.3 1.0 0.0
H -0.985656 6.125883 -3.129403 -0.3 -0.2 0.1
C -4.551839 -5.715091 1.821772 -0.2 0.3 -1.0
C -4.243954 -4.890974 0.561481 -0.7 -0.6 1.1
C -5.192441 -5.242120 -0.616485 1.6 0.9 0.4
O -4.577408 -4.469168 -1.672629 0.1 -0.8 0.0
C -4.552471 -4.964493 -3.006847 -1.2 0.3 0.5
N -4.387741 -3.461030 0.904047 1.0 -1.5 -0.2
H -3.954922 -5.379954 2.669996 0.2 -0.4 -0.2
H -4.428739 -6.765738 1.558929 0.1 -0.1 0.5
H -5.593856 -5.536129 2.086864 -0.2 -0.1 0.1
H -3.236428 -5.098326 0.200939 0.1 0.1 0.1
H -6.204321 -4.886169 -0.422804 -0.2 0.1 0.0
H -5.219304 -6.325925 -0.729362 0.2 -0.1 -0.7
H -5.461714 -4.570634 -3.460998 0.0 0.0 -0.6
H -4.634479 -6.049900 -3.064004 0.3 -0.2 0.2
H -3.673708 -4.596925 -3.536724 0.0 0.0 0.2
H -5.360407 -3.441552 1.175388 -0.3 1.0 -0.3
H -4.213412 -3.090624 -0.019271 -0.6 1.2 0.0
C -3.888178 -0.952239 3.428646 -0.2 0.1 1.6
C -3.165364 -1.733179 4.567799 0.4 1.1 -0.3
C -3.530990 -1.292456 6.053451 1.0 -1.0 -0.7
O -3.118974 0.022333 6.301996 0.5 1.0 -1.1
C -3.116651 0.483312 7.634375 -0.9 -0.6 -0.1
N -3.202054 -3.184198 4.400384 -0.6 0.1 0.7
H -3.737325 -1.403567 2.448019 0.0 -0.1 0.2
H -3.496790 0.064949 3.443960 -0.2 0.0 -0.3
H -4.948312 -0.896728 3.675920 -0.3 -0.1 -0.3
H -2.123656 -1.460832 4.398176 0.3 0.1 0.5
H -2.975927 -1.928024 6.743418 0.2 -0.5 0.0
H -4.575629 -1.478072 6.303188 -0.5 0.3 -0.3
H -4.128437 0.328571 8.009114 -0.1 0.2 0.5
H -2.880930 1.547144 7.662546 0.0 -0.1 -0.2
H -2.434499 -0.059718 8.288503 0.3 -0.2 -0.1
H -4.086472 -3.480750 4.787637 -0.3 -0.4 0.3
H -3.325365 -3.381381 3.417517 0.2 0.0 -0.4
C -3.223597 3.494862 4.403809 0.2 -1.3 0.1
C -1.779018 2.986686 4.255089 -0.2 1.6 -0.4
C -0.960960 3.103018 5.561761 -0.6 -1.0 -0.2
O -0.851725 4.390710 6.143655 1.3 -0.6 -1.5
C 0.308011 5.047522 5.588044 -0.7 2.4 0.9
N -1.691110 1.706537 3.578900 -0.2 -0.2 0.8
H -3.239585 4.584461 4.378995 -0.4 -0.2 0.2
H -3.701691 3.045806 5.274373 0.2 0.5 0.7
H -3.834751 3.005241 3.645608 0.1 0.6 -0.7
H -1.327271 3.665474 3.531705 0.3 0.3 -0.1
H 0.018137 2.668900 5.359293 0.3 0.1 0.1
H -1.445586 2.432805 6.271725 -0.1 0.0 0.3
H 1.267704 4.900121 6.083370 0.0 -1.1 0.2
H 0.124399 6.092979 5.835861 0.0 0.3 0.0
H 0.465853 5.131907 4.512834 -0.4 -1.0 -0.2
H -0.711358 1.560208 3.381940 0.4 -0.1 0.2
H -1.931504 0.951498 4.205183 -0.3 -0.2 0.4